[1]
Density functional theory data (wB97M-V/def2-TZVPD) for one molecule with the formula C24H26N2O2.

```
54
Properties=species:S:1:pos:R:3:forces:R:3
O 2.6041 2.2112 -0.9739 0.392 0.383 -0.182
O -0.7290 -0.5408 0.6435 -0.245 -0.014 0.063
N -0.3976 2.3609 0.2253 -0.274 0.048 0.038
N 1.4689 0.2496 -0.9043 -0.112 -0.367 -0.202
C 2.1227 -0.4097 -2.0137 -0.062 -0.101 -0.308
C -2.5407 2.4514 -0.3948 0.205 -0.285 0.120
C -0.6463 3.6056 -0.2153 -0.144 0.246 -0.133
C -3.9679 0.3414 1.4056 0.092 -0.047 -0.035
C -1.6788 0.2172 0.4505 0.067 -0.109 0.010
C -1.5515 1.6156 0.1286 -0.318 0.235 -0.147
C 2.8062 0.1573 3.1367 0.000 0.085 0.120
C -5.6882 -1.1966 0.7778 -0.040 0.048 0.049
C -3.0842 -0.2766 0.5272 -0.236 -0.218 0.175
C 3.4794 -1.0356 0.7083 0.239 -0.047 0.115
C 1.7693 1.4803 -0.4836 -0.565 0.019 0.523
C -4.8121 -1.8112 -0.0998 0.036 0.001 -0.004
C -1.9649 3.6977 -0.6141 0.106 0.151 -0.032
C 2.6576 -1.7755 -1.5749 0.258 0.348 -0.016
C 2.5460 -1.6248 1.5536 0.079 -0.001 0.035
C 1.1315 -0.5596 -3.1695 0.275 0.141 0.123
C -5.2650 -0.1191 1.5365 -0.114 -0.004 0.056
C -3.5020 -1.3730 -0.2335 0.056 0.059 0.030
C 4.0789 0.1531 1.1030 0.053 -0.110 0.003
C 3.8384 -1.6811 -0.6017 -0.209 -0.128 -0.082
C 3.7457 0.7461 2.3080 0.003 0.081 0.092
C -2.5670 -2.0374 -1.1971 0.072 -0.107 0.033
C 2.2074 -1.0323 2.7561 -0.075 -0.071 0.040
C 0.8881 1.9284 0.7043 0.842 -0.230 0.035
H -5.1498 -2.6501 -0.6915 -0.010 -0.073 -0.069
H -6.7013 -1.5595 0.8689 -0.083 -0.027 0.007
H 0.7300 0.4126 -3.4451 -0.061 0.071 -0.034
H -3.5518 2.1641 -0.6061 -0.151 -0.088 -0.006
H 0.7575 -0.2727 -0.3970 0.091 0.204 0.063
H -3.0568 -2.8667 -1.7011 -0.026 -0.019 -0.069
H -1.6912 -2.4114 -0.6704 0.046 -0.042 -0.075
H -2.4452 4.5680 -1.0143 -0.047 0.174 -0.068
H 4.2211 1.6713 2.5993 0.039 0.090 0.022
H 0.7691 1.1025 1.4067 -0.029 0.181 -0.046
H 1.8416 -2.3357 -1.1134 -0.079 -0.117 -0.032
H 1.4751 -1.5003 3.3977 -0.065 -0.038 0.049
H -5.9425 0.3633 2.2249 -0.051 0.032 0.064
H -2.2264 -1.3229 -1.9469 0.074 -0.010 -0.086
H 1.3864 2.7670 1.1959 -0.069 -0.133 -0.093
H -3.6267 1.1786 1.9971 0.014 0.083 0.025
H 2.0792 -2.5571 1.2707 -0.080 -0.112 -0.055
H 2.5441 0.6205 4.0771 -0.017 0.033 0.074
H 1.6212 -0.9918 -4.0378 0.020 -0.089 -0.136
H 2.9488 0.2412 -2.3197 -0.074 -0.109 0.036
H 0.1241 4.3521 -0.2216 0.198 0.078 0.032
H 0.3081 -1.2070 -2.8740 -0.127 -0.091 0.016
H 4.6445 -1.1168 -1.0745 0.052 -0.047 0.001
H 2.9804 -2.3224 -2.4629 -0.071 -0.058 -0.014
H 4.8066 0.6249 0.4592 0.048 0.052 -0.102
H 4.2047 -2.6940 -0.4099 0.079 0.049 -0.024
```
Positions in Å, forces in eV/Å.

Summary:
**Electronic energy**: -32386.494 eV
**E_HOMO**: -8.65 eV
**Largest force on an atom**: 0.9 eV/A
**LUMO energy**: 0.0058 hartree
**Molar mass**: 374.48 g mol⁻¹
**Energy above the lowest of the compared OMol25 structures with the same formula, charge and spin**: 0.000 eV
**Frontier orbital gap**: 0.324 Ha
**SMILES**: Cc1ccccc1C(=O)c1cccn1CC(=O)N[C@H](C)CCc1ccccc1

[2]
Density functional theory data (wB97M-V/def2-TZVPD) for one molecule with the formula C24H26N2O4S.

```
57
Properties=species:S:1:pos:R:3:forces:R:3
S 2.0213 2.0093 -0.6058 0.347 0.115 0.759
O -4.5360 -0.2616 -2.0251 0.051 -0.265 0.132
O 1.7262 -2.3247 0.6885 -0.115 -0.279 -0.128
O -4.6940 -2.4247 -0.6409 0.183 0.290 -0.244
O 0.9177 1.1069 -2.7167 -0.144 0.054 -0.335
N 1.2618 -0.5108 -1.1996 0.061 -0.305 0.108
N 2.7117 -1.7245 2.6140 0.093 -0.121 0.272
C 2.7519 2.2321 0.9677 -0.162 -0.276 -0.217
C -2.2265 -0.7043 -2.6476 -0.185 0.053 0.025
C 0.1633 -1.1361 -3.2462 -0.113 0.194 0.040
C 2.2163 -1.4414 1.3884 0.092 0.136 0.127
C 4.2456 3.5138 2.4681 -0.023 0.144 0.017
C 3.9355 3.7426 3.8016 -0.048 -0.001 -0.107
C 2.8276 1.0722 1.6636 -0.013 0.194 -0.142
C 0.8148 -0.0624 -2.4012 0.016 -0.374 -0.240
C -4.5175 0.9670 -2.7219 -0.069 0.372 -0.182
C 5.5486 3.1673 2.1315 -0.001 0.030 0.031
C 1.8287 0.3307 -0.2848 0.114 0.141 0.247
C 2.2994 -0.0463 0.9567 -0.252 0.124 -0.543
C 6.5222 3.0572 3.1073 0.070 -0.030 -0.067
C 6.2045 3.2902 4.4352 0.023 -0.002 0.118
C -1.1995 -2.6981 -1.8116 0.034 0.182 -0.223
C -3.4083 -1.0181 -2.0025 -0.091 -0.092 0.097
C 3.1892 3.5964 1.4011 -0.070 0.030 0.009
C -5.8817 1.6150 -2.5437 0.357 -0.290 0.019
C -1.1170 -1.5438 -2.5641 -0.031 -0.349 -0.011
C 4.9089 3.6333 4.7801 0.061 -0.020 0.132
C -3.4930 -2.2126 -1.2475 -0.088 0.129 -0.029
C -2.3822 -3.0326 -1.1647 -0.280 0.005 0.172
C -5.1914 -4.8019 -0.9397 0.119 0.391 0.129
C -4.9353 -3.6456 0.0237 -0.097 -0.457 0.101
H 2.3230 4.1510 1.7755 0.087 0.074 -0.045
H -6.6550 0.9633 -2.9407 -0.104 -0.023 -0.053
H 4.6546 3.8168 5.8140 -0.017 0.017 0.077
H 0.8376 -1.9886 -3.3342 0.004 -0.004 -0.037
H 3.5738 4.1340 0.5310 -0.005 0.098 0.052
H -3.7309 1.6203 -2.3186 -0.032 -0.119 -0.075
H -5.8338 -3.4543 0.6175 0.177 -0.043 -0.011
H 3.2526 1.0201 2.6508 0.118 0.046 0.180
H -4.3163 0.7949 -3.7890 0.053 0.003 0.135
H 2.9246 4.0090 4.0762 -0.109 0.037 0.006
H 6.9646 3.2059 5.1978 0.059 -0.003 0.058
H -4.1141 -3.8858 0.7113 -0.089 0.079 -0.023
H 7.5322 2.7901 2.8323 0.079 -0.016 -0.027
H -2.4110 -3.9430 -0.5880 -0.083 -0.086 0.066
H -2.1408 0.2024 -3.2252 -0.056 0.135 -0.061
H -4.3187 -4.9906 -1.5600 0.042 -0.081 -0.057
H 2.6732 -2.6758 2.9379 -0.008 0.048 -0.042
H 1.1781 -1.4782 -0.8674 -0.035 0.234 -0.152
H -0.3492 -3.3573 -1.7216 0.121 -0.078 -0.009
H -6.0278 -4.5581 -1.5898 -0.082 -0.012 -0.056
H -5.9112 2.5671 -3.0659 -0.022 0.099 -0.048
H -0.0354 -0.7232 -4.2355 0.106 -0.009 0.060
H 3.1267 -1.0230 3.1980 -0.008 -0.025 -0.017
H -5.4289 -5.7020 -0.3791 -0.019 -0.119 0.042
H 5.7966 2.9826 1.0962 0.026 -0.032 -0.124
H -6.0775 1.7782 -1.4877 -0.044 0.058 0.091
```
Positions in Å, forces in eV/Å.

Summary:
**Electronic energy**: -47316.625 eV
**E_HOMO**: -7.79 eV
**Largest force on an atom**: 0.8 eV/A
**LUMO energy**: 0.0269 hartree
**Molar mass**: 438.55 g mol⁻¹
**Energy above the lowest of the compared OMol25 structures with the same formula, charge and spin**: 0.000 eV
**Frontier orbital gap**: 0.313 Ha
**SMILES**: CCOc1ccc(CC(=O)Nc2sc(Cc3ccccc3)cc2C(N)=O)cc1OCC

[3]
Density functional theory data (wB97M-V/def2-TZVPD) for one molecule with the formula C24H26N2O5.

```
57
Properties=species:S:1:pos:R:3:forces:R:3
O 4.0066 0.6242 0.0825 0.083 -0.058 -0.175
O 0.3556 -2.5288 -1.7937 0.387 -0.149 -0.049
O 3.4343 -2.8156 0.5105 0.111 -0.227 -0.017
O -6.2014 0.1085 1.0229 -0.064 -0.023 -0.255
O -0.1521 3.7240 -1.2271 0.091 -0.192 -0.162
N 1.8866 -1.1898 0.4047 -0.386 0.037 0.216
N -1.7694 -1.8069 -1.6505 0.133 -0.105 -0.389
C -0.4517 -1.8428 0.3433 -0.124 0.035 0.419
C 4.7747 0.7815 1.2660 0.228 0.222 0.336
C 0.7194 5.4939 0.2193 -0.222 -0.293 -0.199
C -6.1964 0.3499 2.4089 0.001 0.029 0.163
C 0.8823 -2.0797 0.9804 0.009 -0.378 -0.062
C -4.0660 -1.0612 -1.6439 -0.017 0.021 0.103
C 3.1286 -1.6782 0.2047 0.310 0.261 -0.003
C 0.8317 1.6635 -1.7003 -0.072 0.289 0.074
C 1.4286 0.0922 0.0099 -0.144 0.484 -0.101
C 0.3661 2.5627 -0.7384 0.083 -0.222 -0.138
C -5.1453 -0.5871 -0.9422 0.061 0.015 0.190
C 0.9537 0.9757 0.9667 0.184 -0.186 -0.254
C -0.5001 4.7671 -0.3402 0.022 0.336 0.260
C -3.8784 -0.6182 1.1027 -0.293 0.089 -0.026
C -2.7677 -1.1034 0.3998 -0.256 -0.046 -0.621
C -0.5424 -2.0980 -1.0950 -0.458 0.050 -0.114
C 4.1599 -0.7010 -0.3900 0.340 -0.259 -0.212
C -2.8631 -1.3272 -0.9838 -0.284 0.216 0.712
C -1.5155 -1.3729 1.0304 0.380 -0.281 -0.258
C 5.6709 -0.4590 1.4078 -0.114 0.057 -0.038
C 0.4305 2.2037 0.6031 -0.164 0.283 0.002
C 1.3520 0.4431 -1.3341 -0.053 -0.046 0.250
C 5.5702 -1.1152 0.0313 -0.180 0.002 -0.047
C -5.0636 -0.3607 0.4423 0.195 -0.069 -0.040
H -7.1959 0.7085 2.6492 0.086 -0.020 0.038
H 0.0758 2.8646 1.3786 -0.034 0.098 0.033
H 5.3567 1.7022 1.1540 -0.070 -0.073 0.059
H -1.8456 -1.9682 -2.6480 0.136 -0.011 0.174
H 4.1030 0.8992 2.1254 0.048 0.015 -0.057
H 0.3991 6.3103 0.8610 -0.009 0.095 0.089
H -1.4336 -1.1862 2.0928 0.090 0.040 0.116
H -4.1400 -1.2324 -2.7074 -0.030 -0.012 -0.130
H -5.4627 1.1158 2.6804 -0.006 -0.032 -0.004
H 1.3129 5.8970 -0.5972 0.061 0.063 -0.052
H 6.6916 -0.1960 1.6758 0.014 -0.020 0.056
H -6.0814 -0.3777 -1.4342 -0.107 0.021 -0.085
H 0.8187 -1.9326 2.0650 -0.043 -0.072 -0.082
H -1.0934 5.4532 -0.9514 0.017 -0.110 0.144
H 1.6870 -0.2553 -2.0846 0.008 -0.102 -0.078
H -3.7756 -0.4562 2.1639 -0.031 0.035 0.127
H 5.2703 -1.1320 2.1657 0.046 -0.017 0.023
H -5.9946 -0.5650 2.9751 0.012 0.027 -0.015
H 1.3452 4.8146 0.7929 0.069 0.004 0.082
H 0.7658 1.9497 -2.7382 -0.001 0.036 -0.131
H -1.1380 4.3921 0.4702 0.009 0.015 -0.114
H 1.0009 0.7088 2.0122 0.021 -0.058 0.118
H 5.6677 -2.1969 0.0706 0.052 0.036 -0.039
H 6.3044 -0.6984 -0.6577 -0.041 0.016 -0.051
H 1.2339 -3.0982 0.7801 -0.114 0.161 0.130
H 4.0265 -0.6824 -1.4759 0.027 -0.028 0.085
```
Positions in Å, forces in eV/Å.

Summary:
**Electronic energy**: -38528.035 eV
**E_HOMO**: -7.97 eV
**Largest force on an atom**: 0.8 eV/A
**LUMO energy**: 0.0088 hartree
**Molar mass**: 422.48 g mol⁻¹
**Energy above the lowest of the compared OMol25 structures with the same formula, charge and spin**: 1.582 eV
**Frontier orbital gap**: 0.302 Ha
**SMILES**: CCOc1ccc(N(Cc2cc3cc(OC)ccc3[nH]c2=O)C(=O)[C@@H]2CCCO2)cc1

[4]
Density functional theory data (wB97M-V/def2-TZVPD) for one molecule with the formula C24H26N4O4S in a non-equilibrium geometry.

```
59
Properties=species:S:1:pos:R:3:forces:R:3
S -4.5893 -1.4768 -0.8927 -0.118 -0.175 -0.003
O -0.5394 5.4041 -0.0917 0.179 0.079 -0.029
O -5.9789 -1.4155 -0.5515 0.071 0.238 0.274
O 1.8477 -1.2029 2.0230 -0.122 0.004 0.093
O -4.1994 -2.0345 -2.1533 0.344 0.115 0.045
N 3.0515 1.5269 -0.7001 0.411 0.247 -0.458
N -3.8445 -2.3848 0.2893 -0.696 0.360 -0.905
N 3.3840 -0.4481 0.5183 -0.194 0.060 0.231
N -2.2634 3.9774 -0.3146 -0.384 0.407 0.001
C -2.8330 2.7157 -0.5055 -0.268 -0.507 -0.146
C -1.6733 -1.6444 0.9609 0.088 -0.100 -0.004
C -2.1762 1.7469 -1.2658 -0.202 -0.008 -0.040
C 0.2334 1.1275 1.6344 0.026 0.021 0.001
C -2.4385 -2.6739 0.1092 0.623 -0.108 -0.234
C 1.8749 1.7471 -0.0447 -0.448 -0.415 0.565
C -2.7138 -1.1221 1.9682 0.000 -0.022 0.065
C -0.5208 2.2247 1.3011 0.133 -0.044 0.100
C -2.7265 0.4873 -1.4037 0.092 0.055 -0.069
C -3.9992 -1.9059 1.6445 -0.188 0.265 0.583
C -3.9279 0.1929 -0.7870 -0.331 -0.672 -0.041
C -0.0982 3.0844 0.2760 0.543 -0.061 0.161
C -4.6197 1.1611 -0.0845 -0.131 -0.004 0.000
C 5.2753 -2.2154 -1.4552 -0.331 -0.020 -0.149
C 4.1989 -1.6219 0.7803 0.071 -0.577 0.149
C -4.0790 2.4268 0.0508 0.210 0.028 -0.067
C 4.9948 -0.8753 -2.1284 0.267 -0.129 0.149
C 1.1035 2.8710 -0.3662 -0.280 0.063 0.120
C 4.2393 -2.5921 -0.4001 0.299 0.060 0.034
C 2.1887 -0.3398 1.2362 -0.050 -0.088 0.061
C 5.0339 0.3117 -1.1572 0.048 -0.121 -0.203
C 3.7511 0.4881 -0.4061 0.077 0.536 -0.252
C -0.9449 4.2649 -0.0751 -0.040 0.043 0.010
C 1.4188 0.8612 0.9453 -0.063 0.421 -0.266
H -4.6093 3.1911 0.5994 -0.035 0.065 0.095
H 4.4779 -3.5848 -0.0148 -0.062 -0.023 0.017
H 5.7497 -0.7112 -2.8993 -0.060 0.035 -0.040
H 5.2976 -2.9949 -2.2195 0.086 -0.025 0.010
H -0.8199 -2.1018 1.4579 0.073 0.038 -0.031
H -2.8740 -0.0524 1.8336 0.007 0.014 0.046
H 5.8689 0.1938 -0.4636 0.071 0.024 0.021
H -0.0677 0.4511 2.4191 -0.057 -0.068 0.076
H -2.4042 -1.2941 2.9971 -0.004 0.064 0.053
H -1.2439 1.9894 -1.7507 0.043 -0.010 -0.066
H 5.1811 1.2342 -1.7190 -0.044 -0.046 0.168
H -5.5784 0.9099 0.3408 -0.127 0.040 0.074
H -1.3010 -0.8294 0.3405 0.048 -0.059 0.053
H -1.4361 2.4362 1.8333 -0.109 -0.013 0.022
H -4.0985 -2.7741 2.3028 -0.060 0.078 -0.039
H 6.2640 -2.1842 -0.9902 0.066 -0.028 -0.004
H 3.2462 -2.6429 -0.8515 -0.064 -0.066 0.034
H -4.9093 -1.3126 1.7082 -0.028 -0.051 0.212
H -2.2478 -0.2677 -2.0066 0.135 -0.056 -0.094
H -2.2075 -2.6354 -0.9534 0.155 -0.144 0.040
H 3.7335 -2.1103 1.6407 0.188 0.168 -0.167
H 5.2098 -1.3117 1.0577 -0.066 -0.004 0.025
H 4.0211 -0.9021 -2.6215 -0.019 0.019 -0.098
H 1.4543 3.5489 -1.1280 0.056 0.083 -0.095
H -2.8824 4.7784 -0.3390 0.185 -0.042 -0.004
H -2.2540 -3.6896 0.4718 -0.015 0.054 -0.080
```
Positions in Å, forces in eV/Å.

Summary:
**Electronic energy**: -50297.384 eV
**E_HOMO**: -8.87 eV
**Largest force on an atom**: 1.2 eV/A
**LUMO energy**: -0.0050 hartree
**Molar mass**: 466.56 g mol⁻¹
**Energy above the lowest of the compared OMol25 structures with the same formula, charge and spin**: 0.973 eV
**Frontier orbital gap**: 0.321 Ha
**SMILES**: O=C(Nc1ccc(S(=O)(=O)N2CCCC2)cc1)c1ccc2c(=O)n3c(nc2c1)CCCCC3

> Among the records above, which one has the highest electronic energy?

C24H26N2O2

> Which value of LUMO energy does entry 2 give?

0.0269 hartree

> Which of these has the highest energy above the lowest of the compared OMol25 structures with the same formula, charge and spin?

C24H26N2O5